Here is the molecule C5H8 at a distorted geometry from the Open Molecules 2025 dataset. Energies are from ωB97M-V/def2-TZVPD.

Cartesian coordinates (Å):
1 H -0.226947 -1.900559 0.656213
2 C -0.459887 1.101174 -0.672584
3 C 0.862302 0.989978 -0.578819
4 H 1.666414 -1.040629 -0.519625
5 C 1.200104 -0.301552 0.141998
6 H -0.260074 -0.497139 1.731394
7 H -1.578818 -0.722575 -0.996568
8 H -1.265987 1.741968 -0.871015
9 H 1.664828 1.669478 -0.883050
10 C -0.144543 -0.816968 0.690754
11 C -1.226424 -0.137056 -0.131909
12 H 1.909588 -0.105630 0.952553
13 H -2.140558 0.019514 0.480664

Atomic forces in eV per Å
0.14 -0.12 0.14
-1.26 -1.65 1.31
-0.48 -0.09 0.21
0.04 0.12 -0.04
0.22 -0.21 0.07
0.08 -0.10 -0.08
0.25 -0.04 0.15
0.25 2.18 -1.30
-0.61 -0.07 0.00
0.16 -0.32 0.16
0.61 -0.12 -0.09
0.02 -0.09 -0.11
0.58 0.52 -0.42

Output
- SMILES = C1=CCCC1
- calculated total energy (eV) = -5313.5504
- M (g mol⁻¹) = 68.12

List of Mulliken charges in e, atom by atom: 0.28, -0.35, -0.43, 0.26, -0.55, 0.25, 0.25, 0.41, 0.37, -0.57, -0.56, 0.30, 0.34